No. 1
11
Properties=species:S:1:pos:R:3 method="wB97M-V/def2-TZVPD" total_energy_ha=-173.16209 homo_ev=-9.964 mol_weight_da=57.10 de_lowest_kcal_mol=50.2 orbital_gap_ev=11.3 lumo_energy_ev=1.29
C 0.9055 3.6119 0.8703
C 1.1586 4.1835 -0.3232
H 0.2096 4.1945 1.5176
H 1.4622 2.9643 1.4308
H 0.6159 4.8321 -0.9623
H 2.0089 3.9362 -0.9352
C -1.5493 -4.6258 -0.5937
N -0.4934 -4.4938 0.1204
H -1.6614 -4.0957 -1.5837
H -2.2985 -5.3945 -0.4592
H -0.3583 -5.1129 0.9182

No. 2
94
Properties=species:S:1:pos:R:3 method="wB97M-V/def2-TZVPD" total_energy_ha=-2751.00385 homo_ev=-9.280 mol_weight_da=798.03 total_charge=+1 de_lowest_kcal_mol=30.2 orbital_gap_ev=6.3 lumo_energy_ev=-2.94
Ir -0.4133 0.3360 -0.0738
C 3.2945 -2.1446 0.0903
C 3.1674 -0.9890 1.0758
C 3.0091 -1.4326 2.5341
P 1.9581 0.2646 0.4657
C 2.8434 1.0720 -0.9489
C 2.2799 2.4683 -1.2168
C 4.3721 1.1364 -0.8797
C 1.7780 1.4970 1.7867
C 2.7766 2.3784 2.1768
C 2.5426 3.3649 3.1273
C 3.6318 4.2998 3.5763
C 1.2546 3.4582 3.6460
C 0.2422 2.5821 3.2839
C 0.4935 1.5607 2.3714
N -0.3998 0.5842 1.9505
C -1.4226 0.0328 2.6711
C -1.6283 0.1914 4.0488
C -2.6772 -0.4469 4.6887
C -3.5698 -1.2829 4.0242
C -4.7256 -1.9393 4.7309
C -3.3198 -1.5087 2.6799
C -2.2646 -0.8926 2.0132
P -1.7560 -1.3626 0.3636
C -0.9424 -3.0051 0.4262
C -1.8999 -4.1534 0.7613
C 0.1682 -2.9464 1.4620
C -3.2779 -1.6784 -0.6243
C -4.2488 -0.5092 -0.7589
C -3.0116 -2.3541 -1.9710
H 4.0605 -2.8396 0.4386
H 3.5699 -1.8130 -0.9136
H 2.3534 -2.6934 0.0110
H 4.0872 -0.3953 1.0698
H 2.2269 -2.1683 2.6824
H 2.8196 -0.5870 3.1952
H 3.9461 -1.8970 2.8485
H 2.5667 0.4202 -1.7784
H 2.5103 3.1450 -0.3929
H 1.2011 2.4732 -1.3650
H 2.7487 2.8761 -2.1156
H 4.7123 1.8355 -0.1144
H 4.7410 1.5155 -1.8356
H 4.8563 0.1760 -0.7094
H 3.7625 2.3058 1.7308
H 4.4450 4.3389 2.8514
H 4.0545 3.9805 4.5311
H 3.2528 5.3132 3.7094
H 1.0292 4.2527 4.3490
H -0.7484 2.7118 3.6961
H -0.9583 0.8034 4.6337
H -2.8027 -0.2890 5.7544
H -4.7819 -1.6184 5.7703
H -4.6326 -3.0273 4.7265
H -5.6768 -1.6893 4.2577
H -3.9656 -2.1926 2.1365
H -0.5191 -3.1437 -0.5740
H -2.4212 -3.9556 1.7002
H -1.3194 -5.0662 0.9064
H -2.6376 -4.3539 -0.0131
H -0.2478 -2.9605 2.4722
H 0.7369 -2.0299 1.3501
H 0.8382 -3.8010 1.3546
H -3.7568 -2.4156 0.0341
H -3.8690 0.2553 -1.4318
H -4.4568 -0.0367 0.1990
H -5.1848 -0.8880 -1.1742
H -2.2955 -1.7959 -2.5675
H -3.9517 -2.4150 -2.5225
H -2.6262 -3.3673 -1.8654
C -1.2542 1.0476 -5.7181
N -1.0458 0.7682 -4.2979
C -2.2526 0.9099 -3.4929
C 0.0737 0.2192 -3.8268
S 0.1779 -0.6637 -2.3333
N 1.1901 0.3037 -4.5880
C 2.2912 -0.6404 -4.4415
C 1.5501 1.5363 -5.2910
H -2.2391 0.6672 -5.9873
H -0.5096 0.5365 -6.3182
H -1.2292 2.1165 -5.9315
H -2.6187 1.9335 -3.5768
H -2.0209 0.6989 -2.4587
H -3.0209 0.2257 -3.8580
H 1.9235 -1.6133 -4.1322
H 3.0335 -0.2939 -3.7169
H 2.7767 -0.7380 -5.4124
H 0.8573 2.3339 -5.0410
H 1.5800 1.4032 -6.3729
H 2.5432 1.8382 -4.9534
O -0.9028 2.6493 -1.3743
C -1.9293 2.5062 -0.7117
O -2.1831 1.4381 -0.0234
H -2.7122 3.2723 -0.6589

No. 3
54
Properties=species:S:1:pos:R:3 method="wB97M-V/def2-TZVPD" total_energy_ha=-1570.91536 homo_ev=-8.087 mol_weight_da=386.93 de_lowest_kcal_mol=0.0 orbital_gap_ev=8.8 lumo_energy_ev=0.69
O 0.4942 -3.8595 -2.2669
C -0.0934 -2.9920 -1.6586
N -1.0190 -2.1550 -2.2253
H -1.1567 -1.2512 -1.7799
C -1.1123 -2.0547 -3.6645
H -2.1668 -1.9273 -3.9304
H -0.7496 -2.9965 -4.0820
C -0.2911 -0.8845 -4.2163
H 0.7619 -1.0569 -3.9924
H -0.4019 -0.8569 -5.3012
C -0.7436 0.4643 -3.6490
N -0.5100 0.5707 -2.2132
C 0.8796 0.8521 -1.8934
C 1.0975 0.7993 -0.3857
N 0.2305 1.7542 0.2768
C -1.1526 1.4759 -0.0560
C -1.3495 1.5626 -1.5654
H -2.3956 1.3584 -1.8078
H -1.1044 2.5846 -1.8998
H -1.7871 2.2139 0.4398
H -1.4564 0.4697 0.2925
C 0.4429 1.7723 1.7140
C -0.2477 2.9483 2.3476
C -0.9228 2.8629 3.5599
C -1.5434 3.9690 4.1201
C -1.4968 5.1856 3.4652
C -0.8286 5.2929 2.2564
C -0.2111 4.1842 1.7103
H 0.3085 4.2487 0.7671
H -0.7880 6.2413 1.7425
H -1.9812 6.0460 3.9008
H -2.0592 3.8704 5.0626
Cl -1.0078 1.3600 4.4212
H 1.5200 1.8644 1.8908
H 0.1067 0.8344 2.1864
H 2.1357 1.0598 -0.1654
H 0.9202 -0.2303 -0.0282
H 1.5166 0.1039 -2.3671
H 1.1719 1.8492 -2.2655
H -1.8191 0.5673 -3.8195
H -0.2386 1.2802 -4.1933
N 0.0320 -2.7530 -0.3034
C 0.8490 -3.3826 0.6328
C 1.7293 -4.4088 0.3011
C 2.5224 -4.9761 1.2808
C 2.4563 -4.5362 2.5922
C 1.5823 -3.5147 2.9243
C 0.7845 -2.9407 1.9542
H 0.1007 -2.1448 2.2201
H 1.5199 -3.1616 3.9434
H 3.0794 -4.9853 3.3509
H 3.2004 -5.7735 1.0140
H 1.7786 -4.7520 -0.7183
H -0.5867 -2.0525 0.0812

No. 4
89
Properties=species:S:1:pos:R:3 method="wB97M-V/def2-TZVPD" total_energy_ha=-7572.85151 homo_ev=-4.431 mol_weight_da=875.37 total_charge=-1 orbital_gap_ev=5.5 lumo_energy_ev=1.03
C 1.4137 1.0638 -0.9758
C 1.7032 -0.4024 -0.6038
P 1.5871 -0.8440 1.2003
C 2.2169 0.6623 2.0806
Nb -0.8018 -1.4814 1.9455
C -0.3685 -1.4425 4.1482
C 1.1044 -1.5078 4.6125
N 1.3340 -2.3224 5.8211
C -1.3013 0.7514 1.9520
C -2.7617 1.1649 1.7982
O -3.0961 2.2646 2.6922
C -1.4887 -1.4409 -0.2508
O -1.4635 -0.1757 -0.8628
O -1.9509 -0.2807 -2.2293
C -0.5750 -3.7669 1.6277
Br 0.9970 -4.5136 2.5481
C -1.7428 -4.7195 1.8556
C -2.9506 -4.3974 0.9954
Br -2.2803 -4.8566 3.7422
H 0.6121 1.0986 -1.7107
H 1.0785 1.6596 -0.1358
H 2.2855 1.5230 -1.4372
H 2.7294 -0.6247 -0.9058
H 1.0814 -1.0692 -1.1955
H 1.4515 1.0714 2.7322
H 3.0543 0.3618 2.7081
H 2.5734 1.4145 1.3863
H -2.5693 -1.6518 2.3787
H -0.9166 -2.2397 4.6550
H -0.8001 -0.5161 4.5350
H 1.7743 -1.9122 3.8581
H 1.4444 -0.4983 4.8409
H 0.5146 -2.2920 6.4103
H 1.4768 -3.2829 5.5467
H -0.9510 1.1907 2.8872
H -0.7462 1.2276 1.1447
H -3.4540 0.3550 2.0030
H -2.9439 1.4906 0.7745
H -3.4503 2.9721 2.1567
H -0.8539 -2.1459 -0.8209
H -2.5049 -1.8427 -0.3325
H -1.2546 -0.7993 -2.6595
H -0.3377 -3.9177 0.5718
H -1.4258 -5.7341 1.6216
H -3.8361 -4.8528 1.4323
H -3.1378 -3.3336 0.9190
H -2.8227 -4.8442 0.0106
C 0.8722 1.6706 -7.0914
C 1.3645 2.7906 -6.4337
C 2.3037 2.6497 -5.4258
C 2.7354 1.3791 -5.0982
C 2.2583 0.2539 -5.7390
C 1.3157 0.4026 -6.7418
N 3.7399 1.2172 -4.0329
O 4.1347 2.2193 -3.4750
O 4.1174 0.0924 -3.7816
H 0.1340 1.7863 -7.8738
H 1.0116 3.7768 -6.7015
H 2.6883 3.5102 -4.9003
H 2.6049 -0.7277 -5.4560
H 0.9243 -0.4730 -7.2403
C -1.9126 7.3773 5.0114
C -3.0458 8.1721 4.8960
C -4.1384 7.7231 4.1736
C -4.0706 6.4796 3.5748
C -2.9539 5.6709 3.6774
C -1.8677 6.1304 4.4036
N -5.2374 5.9907 2.8163
O -6.2192 6.7041 2.7653
O -5.1421 4.9024 2.2969
H -1.0633 7.7292 5.5819
H -3.0804 9.1423 5.3721
H -5.0263 8.3287 4.0759
H -2.9304 4.6950 3.2164
H -0.9893 5.5079 4.4979
C 4.1888 -5.5509 -3.0181
C 3.7843 -5.6697 -4.3420
C 2.8000 -4.8367 -4.8456
C 2.2372 -3.8936 -4.0053
C 2.6236 -3.7607 -2.6860
C 3.6083 -4.5994 -2.1916
N 1.2016 -2.9978 -4.5439
O 0.8779 -3.1445 -5.7085
O 0.7408 -2.1530 -3.8099
H 4.9596 -6.2030 -2.6296
H 4.2366 -6.4126 -4.9843
H 2.4756 -4.9192 -5.8715
H 2.1743 -3.0182 -2.0436
H 3.9176 -4.5061 -1.1600

No. 5
136
Properties=species:S:1:pos:R:3 method="wB97M-V/def2-TZVPD" total_energy_ha=-5051.36574 homo_ev=-5.240 mol_weight_da=1183.75 total_charge=-1 orbital_gap_ev=7.0 lumo_energy_ev=1.72
C 9.3652 3.5742 -1.4083
C 8.9124 3.5646 -2.8581
O 7.9410 4.5837 -3.0776
C 7.3007 4.4664 -4.2729
O 7.9129 4.5551 -5.2930
C 5.8147 4.2575 -4.2006
C 5.4289 3.0840 -3.2345
C 4.4572 3.6203 -2.1769
P 3.6387 2.4352 -0.9674
I 2.6502 0.5574 0.7539
C 4.9546 1.0241 -1.3652
N 4.6908 0.1945 -2.5502
C 5.9233 -0.2754 -3.2065
C 2.3031 3.7524 -0.3780
I 2.8769 5.8663 -0.5244
C 1.6151 3.5397 0.9804
C 0.8238 4.7538 1.5374
N 2.4983 1.7213 -2.1872
C 2.1851 2.4329 -3.4197
C 1.2896 1.0470 -1.8495
C 1.1371 -0.3733 -2.3921
O 0.2913 1.5821 -1.4331
S 5.1538 3.0041 0.7018
C 5.5649 1.7297 1.9119
O 6.4600 3.3331 0.1189
O 4.7183 4.1082 1.5575
H 10.1896 4.2754 -1.2670
H 8.5507 3.8319 -0.7369
H 9.7508 2.5919 -1.1337
H 8.5161 2.5655 -3.0675
H 9.7856 3.6796 -3.5038
H 5.4008 5.2057 -3.8487
H 5.4750 4.0553 -5.2125
H 6.3721 2.7480 -2.8193
H 5.0478 2.2969 -3.8795
H 3.7498 4.2497 -2.7097
H 5.0722 4.3499 -1.6473
H 5.9822 1.3761 -1.3330
H 4.9230 0.3008 -0.5493
H 4.2354 -0.6496 -2.2360
H 5.8935 -0.0962 -4.2855
H 6.8262 0.2072 -2.8295
H 6.0680 -1.3510 -3.0687
H 1.4825 3.7234 -1.0886
H 0.8154 2.8169 0.8437
H 2.2895 3.2964 1.7938
H 1.4467 5.4431 2.0995
H 0.1386 4.3209 2.2757
H 0.1876 5.2287 0.7933
H 1.8778 3.4772 -3.2758
H 2.9652 2.4241 -4.1817
H 1.3133 1.9746 -3.8958
H 1.6569 -0.4741 -3.3455
H 0.0861 -0.5741 -2.5920
H 1.5080 -1.0823 -1.6561
H 5.8149 0.7624 1.4897
H 4.8625 1.7167 2.7370
H 6.4890 2.1383 2.3307
O 0.8492 7.4325 5.5884
P 1.6701 8.2158 6.5231
O 0.9142 9.6154 6.8272
C -0.3843 9.5893 7.4111
C -0.3706 9.0887 8.8452
O 2.9144 8.7572 5.6584
C 3.1093 8.3502 4.2968
C 2.4014 9.2679 3.3239
O 2.5685 8.1278 7.8674
C 2.6191 6.9091 8.6337
C 2.8762 5.6834 7.7789
H -1.0550 8.9807 6.7983
H -0.7514 10.6150 7.3831
H -0.1799 8.0123 8.8791
H -1.3339 9.2668 9.3246
H 0.4105 9.5854 9.4207
H 2.8003 7.3156 4.1583
H 4.1841 8.3840 4.1190
H 1.3671 9.4527 3.6131
H 2.4134 8.8372 2.3224
H 2.8954 10.2409 3.2855
H 1.6909 6.7928 9.2009
H 3.4238 7.0348 9.3568
H 2.0660 5.5194 7.0627
H 2.9520 4.7938 8.4040
H 3.7992 5.7956 7.2100
O -2.6941 -3.6835 -3.3564
P -4.0238 -3.4881 -2.7599
O -3.8653 -3.1210 -1.2036
C -3.1463 -1.9349 -0.8370
C -3.8760 -0.6673 -1.2397
O -4.6405 -4.9820 -2.6227
C -3.9434 -6.1159 -3.1308
C -3.0122 -6.7056 -2.0917
O -5.4861 -2.8540 -3.0284
C -5.7234 -2.0048 -4.1685
C -5.1929 -2.5883 -5.4630
H -2.1500 -1.9562 -1.2836
H -3.0331 -1.9614 0.2450
H -3.8417 -0.5271 -2.3246
H -3.4098 0.2044 -0.7818
H -4.9239 -0.7119 -0.9410
H -3.4073 -5.8643 -4.0453
H -4.7051 -6.8502 -3.4030
H -2.3941 -5.9465 -1.6144
H -2.3564 -7.4544 -2.5398
H -3.5885 -7.1848 -1.2971
H -5.2891 -1.0184 -3.9869
H -6.8025 -1.8740 -4.2334
H -4.1055 -2.7018 -5.4321
H -5.4351 -1.9346 -6.3008
H -5.6223 -3.5738 -5.6470
O -8.2037 -10.7104 0.9798
P -7.7744 -10.4324 -0.4001
O -8.3081 -8.9788 -0.8388
C -7.8802 -7.8318 -0.0980
C -6.4013 -7.5492 -0.2781
O -8.7198 -11.3634 -1.3277
C -9.6406 -12.2872 -0.7521
C -10.9933 -11.6490 -0.5071
O -6.5380 -10.5684 -1.4310
C -5.2327 -10.9780 -0.9759
C -5.2726 -12.2097 -0.0936
H -8.1212 -7.9608 0.9605
H -8.4666 -6.9926 -0.4688
H -5.7993 -8.2970 0.2489
H -6.1392 -6.5716 0.1259
H -6.1253 -7.5805 -1.3318
H -9.2341 -12.7169 0.1629
H -9.7439 -13.1046 -1.4680
H -10.8962 -10.6913 0.0025
H -11.6249 -12.3050 0.0941
H -11.5003 -11.4575 -1.4541
H -4.7497 -10.1479 -0.4538
H -4.6459 -11.1791 -1.8707
H -5.8334 -12.0220 0.8266
H -4.2625 -12.5073 0.1873
H -5.7555 -13.0397 -0.6105